No. 1
Density functional theory data (ωB97M-V/def2-TZVPD) for a single C3H8N2O2 molecule at a distorted geometry.

Its charge is 0. Its structure (SMILES) is CCN(O)C(N)=O. The maximum force comes out at 0.2173 Eh/bohr. Its molar mass is 104.109 g mol⁻¹. Its spin multiplicity is 1. For the frontier orbital gap, the calculation gives 10.29 eV. The lowest unoccupied orbital energy is 0.18 eV.

```
15
Properties=species:S:1:pos:R:3:forces:R:3:mulliken_charge:R:1
C 0.22247 2.34590 0.33790 -3.3 -1.1 2.4 -1.130
C 0.75103 1.03278 -0.36398 1.4 1.3 3.2 -0.059
C -0.30012 -0.74090 0.48624 -2.1 6.0 3.9 0.317
H 0.88367 3.14325 0.38539 1.5 1.4 0.0 0.378
H -0.85878 2.84959 0.05734 2.7 -1.7 -0.3 0.263
H -0.06531 2.05616 1.46934 1.0 0.5 -2.4 0.227
H 1.61971 1.06874 -1.18381 -2.9 0.5 1.2 0.270
H 1.26659 0.26951 0.52664 -0.3 3.2 -2.5 0.266
H 1.10403 -0.97384 -1.17023 -3.7 1.9 -2.5 0.408
H -1.29676 -2.42398 0.86023 3.8 1.3 -2.3 0.351
H -0.31294 -2.33791 -0.87131 -1.2 1.7 4.0 0.295
N -0.55029 0.29125 -0.58035 5.8 -3.6 -1.5 -0.111
N -0.42259 -1.95864 0.22290 -3.8 -9.9 -3.5 -0.362
O 0.17158 -0.56149 -1.70935 1.9 -1.9 1.5 -0.539
O -0.11787 -0.41432 1.66781 -0.8 0.4 -1.2 -0.575
```
Forces are in eV/Å.

---

No. 2
Density functional theory data (ωB97M-V/def2-TZVPD) for 2 unconnected molecules or ions with the total composition C3H8N2O2 at a distorted geometry.

Its charge is 0. Its structure (SMILES) is [H]/N=C(\N)O.C1CO1. The maximum force comes out at 0.0234 Eh/bohr. Its molar mass is 104.109 g mol⁻¹. Its spin multiplicity is 1. For the frontier orbital gap, the calculation gives 10.03 eV. The lowest unoccupied orbital energy is 0.98 eV.

```
15
Properties=species:S:1:pos:R:3:forces:R:3:mulliken_charge:R:1
N 2.45584 1.39910 -0.44618 0.2 0.1 0.1 -0.485
C 1.22674 0.82483 -0.23215 0.3 -0.1 -0.4 0.555
O 0.62637 1.31214 0.85373 0.0 0.0 -0.1 -0.568
N 0.68417 -0.04527 -0.99206 0.5 0.5 -0.2 -0.559
C -1.37920 -1.12250 -0.29271 -0.6 0.0 0.1 -0.281
C -2.02953 -0.93786 0.98577 -0.7 -0.7 0.5 -0.143
O -1.57457 0.23119 0.35687 0.5 -0.8 -0.7 -0.532
H 2.84458 1.88678 0.34247 0.1 0.0 0.0 0.234
H 3.09639 0.82628 -0.97098 0.1 0.2 0.1 0.234
H 1.24304 -0.31761 -1.78609 0.4 0.2 -0.1 0.126
H -0.46497 -1.71863 -0.33241 -0.2 1.0 0.3 0.190
H -1.88978 -1.07003 -1.24441 -0.4 -0.4 0.2 0.283
H -1.42402 -1.19589 1.85535 -0.3 -0.2 0.0 0.209
H -3.09513 -1.04575 1.08161 -0.4 0.1 0.3 0.240
H -0.31993 0.97324 0.82121 0.4 0.0 -0.1 0.497
```
Forces are in eV/Å.

---

No. 3
Density functional theory data (ωB97M-V/def2-TZVPD) for a single C3H8N2O2 molecule.

Its charge is 0. Its structure (SMILES) is NC(=O)NCCO. The maximum force comes out at 0.0080 Eh/bohr. Its molar mass is 104.109 g mol⁻¹. Its spin multiplicity is 1. For the frontier orbital gap, the calculation gives 10.44 eV. The lowest unoccupied orbital energy is 0.66 eV.

```
15
Properties=species:S:1:pos:R:3:forces:R:3:mulliken_charge:R:1
N -2.49655 -0.08830 0.77776 0.0 0.0 0.1 -0.511
C -1.23204 -0.37804 0.29695 0.1 -0.1 0.0 0.607
O -0.77582 -1.51681 0.33514 -0.1 0.4 0.0 -0.698
N -0.56154 0.69396 -0.22268 -0.1 -0.1 0.0 -0.240
C 0.71398 0.53949 -0.91813 0.1 0.0 -0.1 -0.586
C 1.85368 0.03751 -0.02239 0.1 0.4 -0.1 -0.455
O 1.95668 -1.35808 0.03543 -0.1 -0.1 0.1 -0.550
H -2.87447 -0.84246 1.33320 0.0 0.1 -0.1 0.265
H -2.63968 0.82720 1.17981 0.0 -0.1 -0.1 0.227
H -1.12174 1.49299 -0.47756 0.1 -0.1 0.1 0.245
H 0.96516 1.53265 -1.30367 0.0 -0.1 0.1 0.406
H 0.62053 -0.14448 -1.77215 0.0 0.1 0.1 0.277
H 1.73013 0.49366 0.97525 0.0 -0.1 -0.1 0.257
H 2.80347 0.40082 -0.43130 -0.1 0.0 0.0 0.315
H 1.05823 -1.69012 0.21433 0.1 0.0 0.0 0.439
```
Forces are in eV/Å.

---

No. 4
Density functional theory data (ωB97M-V/def2-TZVPD) for 2 unconnected molecules or ions with the total composition C3H8N2O2 at a distorted geometry.

Its charge is 0. Its structure (SMILES) is [H]/N=C(/N)[C@@H]1CO1.O. The maximum force comes out at 0.0308 Eh/bohr. Its molar mass is 104.109 g mol⁻¹. Its spin multiplicity is 1. For the frontier orbital gap, the calculation gives 10.45 eV. The lowest unoccupied orbital energy is 0.74 eV.

```
15
Properties=species:S:1:pos:R:3:forces:R:3:mulliken_charge:R:1
C -1.70963 0.19667 -0.21747 0.7 0.4 0.3 0.409
C -0.51881 -0.70377 -0.30604 0.1 -0.2 -0.5 -0.049
C 0.36913 -0.83182 0.84800 0.7 -0.4 1.4 -0.261
H 3.98654 -0.15538 0.07443 0.6 0.1 0.0 0.301
H 2.68635 0.29611 -0.41468 0.1 0.5 -0.4 0.439
H -0.54128 1.81725 0.04777 0.8 -0.1 0.0 0.225
H -2.12987 2.12917 0.20227 -0.6 -0.1 0.1 0.291
H -2.88429 -1.05163 -1.01479 -0.1 0.5 0.8 0.236
H -0.53162 -1.49982 -1.04616 -0.4 0.0 0.2 0.355
H 1.04795 -1.68874 0.91603 -0.6 -0.1 0.3 0.295
H 0.16547 -0.29203 1.80517 0.0 -0.4 -1.0 0.226
N -1.41781 1.43561 0.32877 -0.3 -0.2 0.0 -0.509
N -2.88233 -0.15293 -0.49902 -0.9 -0.7 -1.1 -0.784
O 3.62367 0.55586 -0.46335 -0.6 -0.6 0.4 -0.631
O 0.73652 -0.05454 -0.26093 0.4 1.1 -0.4 -0.543
```
Forces are in eV/Å.

---

No. 5
Density functional theory data (ωB97M-V/def2-TZVPD) for 2 unconnected molecules or ions with the total composition C3H8N2O2 at a distorted geometry.

Its charge is 0. The maximum force comes out at 0.0375 Eh/bohr. Its molar mass is 104.109 g mol⁻¹. Its spin multiplicity is 1. For the frontier orbital gap (spin up / spin down), the calculation gives 8.80 / 8.81 eV. The lowest unoccupied orbital energy (spin up / spin down) is 0.09 / 0.09 eV.

```
15
Properties=species:S:1:pos:R:3:forces:R:3:mulliken_charge:R:1
C 0.25758 -1.10149 -0.91677 -0.7 -0.9 0.2 -0.212
C -0.92003 -0.86984 -1.79887 0.0 0.1 0.1 -0.923
C -0.23230 0.22583 1.28618 -0.1 0.2 -0.4 0.700
N -0.23971 1.17582 2.26594 0.1 0.0 0.2 -0.467
O 0.64511 0.56227 0.18478 1.7 0.8 0.2 -0.293
O 1.78811 1.66510 0.28730 -1.3 -0.5 0.2 -0.438
N -0.81130 -0.83055 1.02611 0.7 0.4 -0.7 -0.714
H 2.47186 1.19123 0.78427 -0.2 -0.2 0.0 0.329
H 0.20246 2.05118 2.01919 -0.1 -0.1 0.0 0.236
H -1.09756 1.22784 2.79132 0.1 0.0 0.0 0.265
H 1.20188 -0.80448 -1.35787 0.0 0.3 0.3 0.228
H 0.34285 -2.06558 -0.43879 -0.1 0.0 -0.1 0.355
H -1.04350 0.19462 -2.00585 0.0 -0.1 0.0 0.274
H -0.72829 -1.36172 -2.76224 0.0 0.0 0.1 0.342
H -1.83717 -1.26024 -1.36470 0.1 0.0 0.0 0.315
```
Forces are in eV/Å.

---

No. 6
Density functional theory data (ωB97M-V/def2-TZVPD) for 3 unconnected molecules or ions with the total composition C3H8N2O2 at a distorted geometry.

Its charge is +1. The maximum force comes out at 0.0279 Eh/bohr. Its molar mass is 104.109 g mol⁻¹. Its spin multiplicity is 2. For the frontier orbital gap (spin up / spin down), the calculation gives 8.01 / 4.09 eV. The lowest unoccupied orbital energy (spin up / spin down) is -4.93 / -8.85 eV.

```
15
Properties=species:S:1:pos:R:3:forces:R:3:mulliken_charge:R:1
C -3.33910 -0.33399 1.00789 -1.0 0.5 -0.9 -0.088
C -2.68610 0.90236 1.36027 1.0 0.4 0.0 -0.010
N -1.71204 1.17502 0.48808 -0.5 0.1 0.1 -0.322
C -1.79606 0.23264 -0.42914 0.0 -1.0 -0.1 -0.169
N -2.74759 -0.73106 -0.11966 -0.1 0.3 0.6 0.009
H -4.33994 -0.65973 1.27569 0.4 -0.5 0.5 0.376
H -2.88597 1.58246 2.17156 -0.2 -0.2 0.2 0.410
H -1.23992 0.13396 -1.34381 0.3 0.2 -0.2 0.520
H -2.97797 -1.57754 -0.62430 0.0 0.1 -0.3 0.250
H 0.82752 0.07293 -0.63584 0.3 -0.5 -0.2 0.279
H 1.52532 1.24595 -0.11728 0.7 0.0 -0.2 0.348
O 1.71791 0.44119 -0.62825 -0.9 0.5 0.5 -0.602
H 7.18479 -0.74321 -0.36414 0.2 -0.1 -0.2 0.324
H 5.77667 -0.81434 -0.86826 0.3 -0.1 -0.4 0.309
O 6.69249 -0.92664 -1.17282 -0.5 0.2 0.5 -0.633
```
Forces are in eV/Å.

---

No. 7
Density functional theory data (ωB97M-V/def2-TZVPD) for a single C3H8N2OS molecule at a distorted geometry.

Its charge is 0. Its structure (SMILES) is N=[S@@]1(=O)CCCN1. The maximum force comes out at 0.1006 Eh/bohr. Its molar mass is 120.177 g mol⁻¹. Its spin multiplicity is 1. For the frontier orbital gap, the calculation gives 10.22 eV. The lowest unoccupied orbital energy is 0.87 eV.

```
15
Properties=species:S:1:pos:R:3:forces:R:3:mulliken_charge:R:1
C -1.10014 0.64985 -0.27510 -0.5 -1.2 1.4 -0.866
C -0.96628 0.12683 1.19011 -1.8 1.4 -1.3 -0.459
C -0.31686 -0.19593 -1.22020 -0.7 -3.0 0.6 -0.446
N 1.86028 -1.71842 -0.41940 -4.9 1.1 -1.3 -0.643
N 0.41833 0.04457 1.45725 1.2 -2.2 -1.7 -0.631
O 2.06512 0.82881 -0.40627 0.3 0.7 -0.7 -0.606
S 1.25357 -0.35384 -0.32854 0.5 -0.4 3.0 0.893
H -2.10369 0.87285 -0.53932 -1.0 -0.3 -0.6 0.446
H -0.61741 1.58366 -0.20083 0.7 1.4 -0.3 0.354
H -1.55173 0.91028 1.71504 0.8 -0.4 0.6 0.301
H -1.49296 -0.78704 1.37318 -0.2 -0.8 -0.1 0.338
H -0.69459 -1.26088 -1.49753 0.5 1.8 1.0 0.329
H -0.26851 0.30984 -2.12741 1.1 0.9 -1.7 0.352
H 2.75612 -1.97803 -0.25392 3.2 -0.3 0.8 0.277
H 0.75875 0.96745 1.53294 0.8 1.3 0.2 0.362
```
Forces are in eV/Å.

---

No. 8
Density functional theory data (ωB97M-V/def2-TZVPD) for a single C3H8N2OS molecule at a distorted geometry.

Its charge is 0. Its structure (SMILES) is [H]/N=C(/CSC)NO. The maximum force comes out at 0.1718 Eh/bohr. Its molar mass is 120.177 g mol⁻¹. Its spin multiplicity is 1. For the frontier orbital gap, the calculation gives 9.01 eV. The lowest unoccupied orbital energy is 0.44 eV.

```
15
Properties=species:S:1:pos:R:3:forces:R:3:mulliken_charge:R:1
C -0.47223 -2.27707 1.14654 -0.2 -1.3 -0.5 -0.686
C 0.59088 -0.62812 -0.91338 0.4 -1.8 -0.8 -0.476
C 0.71084 0.58075 -0.11801 2.7 8.0 -2.6 0.296
H -1.59232 -2.47486 1.66434 3.6 0.3 -1.0 0.274
H 0.21519 -3.28519 0.87684 -2.3 2.6 1.1 0.241
H 0.24654 -1.53460 1.67946 -1.8 -1.2 -0.6 0.266
H 1.59608 -1.17075 -0.85507 -1.7 -0.1 0.6 0.280
H 0.71002 -0.32183 -1.99015 -1.0 -0.2 0.9 0.338
H 1.43978 2.33589 0.26531 2.0 -2.4 -2.7 0.483
H -1.46258 1.10132 0.61938 4.2 0.4 -0.5 0.323
H 0.04299 3.00891 -0.41165 0.0 -1.2 3.5 0.406
N 1.70879 1.53844 -0.52714 -3.0 -3.6 3.9 -0.849
N -0.32946 1.25886 0.58849 -1.4 0.8 0.5 -0.208
O 0.07297 2.68655 0.63893 -4.0 -0.3 -2.2 -0.559
S -1.02573 -1.54911 -0.50501 2.2 0.2 0.5 -0.129
```
Forces are in eV/Å.

---

No. 9
Density functional theory data (ωB97M-V/def2-TZVPD) for a single C3H8N2OS2 molecule at a distorted geometry.

Its charge is 0. Its structure (SMILES) is CCC(=S)[S@@](=N)(N)=O. The maximum force comes out at 0.0941 Eh/bohr. Its molar mass is 152.244 g mol⁻¹. Its spin multiplicity is 1. For the frontier orbital gap (spin up / spin down), the calculation gives 8.09 / 8.09 eV. The lowest unoccupied orbital energy (spin up / spin down) is -1.20 / -1.20 eV.

```
16
Properties=species:S:1:pos:R:3:forces:R:3:mulliken_charge:R:1
C 0.21662 -0.93256 -0.36926 -1.9 -3.9 2.2 0.063
C 1.98401 0.80233 0.31425 -3.1 -0.3 -1.5 -1.019
C 1.38733 -0.20671 -0.79098 -0.6 2.0 2.2 -0.696
N -1.88800 0.35717 -1.30251 0.7 -2.2 -0.6 -0.713
N -2.36192 -0.67034 1.17346 2.1 0.9 -0.5 -0.547
O -0.82086 1.34995 0.69585 0.2 -1.2 0.9 -0.621
S 0.04944 -2.58712 -0.01531 0.5 3.1 -0.9 -0.145
S -1.24716 0.13367 0.02325 -1.8 1.1 0.0 0.980
H 2.97246 0.76227 0.11780 3.4 0.0 -0.2 0.392
H 1.75596 0.63656 1.34932 -0.2 -0.4 0.3 0.302
H 1.60941 1.76980 0.01143 0.0 0.3 0.4 0.319
H 1.09370 0.38522 -1.60291 -0.5 1.2 -1.3 0.342
H 2.12128 -0.81174 -1.16295 1.8 -2.0 -0.6 0.519
H -2.35397 1.21054 -1.48710 -0.5 0.8 0.2 0.265
H -1.80920 -0.55822 2.04716 -0.9 -0.6 -0.5 0.290
H -2.70911 -1.64083 0.99849 1.0 1.2 -0.1 0.271
```
Forces are in eV/Å.

---

No. 10
Density functional theory data (ωB97M-V/def2-TZVPD) for a single C3H8N2OS2 molecule at a distorted geometry.

Its charge is 0. Its structure (SMILES) is CN(O)C(=S)N(C)S. The maximum force comes out at 0.0256 Eh/bohr. Its molar mass is 152.244 g mol⁻¹. Its spin multiplicity is 1. For the frontier orbital gap, the calculation gives 9.11 eV. The lowest unoccupied orbital energy is 0.48 eV.

```
16
Properties=species:S:1:pos:R:3:forces:R:3:mulliken_charge:R:1
C -1.57994 1.35321 0.79835 -0.7 0.6 1.0 -0.875
C 0.43636 0.50903 -0.20405 0.5 0.2 0.2 0.275
C 0.93380 -1.89097 0.24186 -0.7 0.2 -0.1 -0.974
H -1.72666 2.20914 0.11225 0.0 -0.4 0.3 0.362
H -0.96760 1.68246 1.65930 -0.3 0.0 -0.5 0.371
H -2.56442 1.02885 1.22204 0.8 0.1 -0.6 0.248
H -1.80667 0.39039 -1.97215 0.0 -0.2 0.1 0.146
H 1.75853 -2.30053 0.80333 0.3 -0.2 0.0 0.326
H 0.71210 -2.47194 -0.65874 0.2 0.0 0.1 0.305
H 0.03764 -1.86321 0.86583 0.2 -0.1 -0.1 0.374
H 2.62174 0.58281 -0.76494 -0.3 -0.4 0.2 0.296
N -0.89966 0.23710 0.16798 -0.1 -0.1 -0.3 -0.074
N 1.25383 -0.52831 -0.10630 -0.1 0.2 -0.1 0.263
O 2.56259 -0.37488 -0.48353 0.3 0.1 -0.2 -0.413
S -1.81130 -0.58582 -1.02553 0.2 0.3 -0.1 -0.152
S 1.03966 2.02267 -0.65569 -0.4 -0.4 0.1 -0.477
```
Forces are in eV/Å.

---

No. 11
Density functional theory data (ωB97M-V/def2-TZVPD) for a single C3H8N2OSe molecule at a distorted geometry.

Its charge is 0. The maximum force comes out at 0.0785 Eh/bohr. Its molar mass is 167.070 g mol⁻¹. Its spin multiplicity is 3. For the frontier orbital gap (spin up / spin down), the calculation gives 6.84 / 7.98 eV. The lowest unoccupied orbital energy (spin up / spin down) is 0.85 / -0.24 eV.

```
15
Properties=species:S:1:pos:R:3:forces:R:3:mulliken_charge:R:1
C -0.04812 1.56046 -0.26445 -0.8 -0.3 0.3 -0.450
C -0.62359 -1.59853 1.30694 -1.8 -0.2 -1.2 -0.812
C 0.66760 -0.62936 -1.25796 2.5 -2.6 0.1 -0.582
N 0.14840 1.05791 1.11991 -0.2 1.6 0.3 -0.170
N -0.21484 0.34368 -1.06758 -0.5 3.9 -0.7 -0.196
O 1.46495 0.68273 1.25683 0.0 2.5 -0.3 -0.316
Se 0.96276 -1.70575 0.59188 2.5 -2.4 -1.7 -0.008
H -0.98384 2.29510 -0.39219 1.8 -2.1 0.7 0.263
H 0.78215 2.16452 -0.59442 0.7 -0.1 -0.2 0.337
H -0.73748 -1.61849 2.34067 -0.3 -0.1 1.5 0.358
H -1.46668 -1.42374 0.65533 -0.2 0.1 0.3 0.299
H 0.27610 -1.54075 -1.81270 0.5 1.7 0.2 0.348
H 1.61402 -0.18800 -1.68537 -0.5 -1.2 0.8 0.296
H 1.56734 0.36926 2.16775 -0.3 0.0 -0.1 0.373
H -1.10851 0.04613 -1.09440 -3.5 -0.9 0.1 0.261
```
Forces are in eV/Å.

---

No. 12
Density functional theory data (ωB97M-V/def2-TZVPD) for a single C3H8N2P2 molecule at a distorted geometry.

Its charge is 0. Its structure (SMILES) is CC1=NPNP1C. The maximum force comes out at 0.0791 Eh/bohr. Its molar mass is 134.059 g mol⁻¹. Its spin multiplicity is 1. For the frontier orbital gap, the calculation gives 8.52 eV. The lowest unoccupied orbital energy is 0.58 eV.

```
15
Properties=species:S:1:pos:R:3:forces:R:3:mulliken_charge:R:1
C 1.30581 -1.43722 -0.56123 3.3 -1.0 -2.1 -1.014
C 0.74772 1.51343 0.96341 2.1 1.9 -0.3 -0.975
C 0.12424 -0.64827 -0.31000 -2.7 -1.4 -2.0 0.647
N -1.76716 1.01913 -0.24185 -0.6 -0.3 0.0 -0.365
N -0.94792 -1.35440 -0.17974 3.2 -0.3 0.7 -0.486
P -2.37853 -0.65913 0.02552 -1.5 2.8 2.2 -0.006
P -0.10754 1.17122 -0.63995 0.3 -0.6 0.7 0.048
H 1.31821 -2.24122 -1.39391 -0.8 1.8 0.5 0.286
H 2.24173 -0.85107 -0.72912 -0.7 -0.4 0.3 0.295
H 1.45462 -2.15189 0.19735 0.4 -0.4 1.7 0.333
H 0.67080 2.56107 1.30083 -0.5 -0.2 -0.2 0.356
H 0.42520 0.89357 1.78169 0.1 -0.5 0.3 0.315
H 1.89742 1.50179 0.75633 -1.9 -0.6 0.4 0.270
H -2.19793 1.84176 0.18983 0.0 -0.7 -0.3 0.265
H -2.78667 -1.15877 -1.15917 -0.9 0.0 -1.9 0.031
```
Forces are in eV/Å.